{"formula": "C2H9N2O", "method": "ωB97M-V/def2-TZVPD", "relative_energy_kcal_mol": 101.1, "spin_multiplicity": 1, "largest_force_ev_per_a": 4.28, "orbital_gap_ev": 11.6, "total_charge": 1, "species": ["H", "H", "C", "O", "C", "H", "N", "H", "H", "H", "H", "H", "H", "N"], "positions_angstrom": [[-0.86266, -2.58729, -0.70562], [1.04498, -0.33879, 2.42580], [-0.27258, 0.31122, -0.49077], [-1.02295, -0.76528, -0.59850], [-0.81125, 1.43624, 0.29333], [1.49420, 1.22384, -1.21344], [-0.40932, -1.87506, -1.11964], [1.34863, -0.54303, -1.29524], [-0.03598, 1.80807, 1.03925], [-1.20479, 2.16102, -0.34284], [0.43297, 0.16551, 2.03643], [-0.54826, -1.90678, -2.10870], [-1.61991, 1.06855, 0.90682], [0.93179, 0.41026, -0.97572]]}

***

{"formula": "C5H5N3S", "method": "ωB97M-V/def2-TZVPD", "relative_energy_kcal_mol": 88.2, "smiles": "C=C/C=N\\[N+]([S-])=C\\C#N", "spin_multiplicity": 1, "largest_force_ev_per_a": 5.26, "orbital_gap_ev": [7.2, 7.2], "total_charge": 0, "species": ["H", "C", "C", "N", "H", "H", "S", "H", "N", "C", "N", "C", "C", "H"], "positions_angstrom": [[-0.70055, 1.12188, -0.78979], [-1.14349, -1.01753, 0.75541], [1.70393, 0.64879, 0.68811], [0.03636, -0.82535, 1.20836], [-1.95735, -1.34453, 1.41022], [-2.68199, -1.17767, -0.55369], [1.37122, -1.52101, -0.84505], [-2.17067, 0.65387, -1.89988], [1.02563, -0.44028, 0.37907], [2.86332, 1.12155, 0.14927], [3.66880, 1.79295, -0.32606], [-1.71762, -0.64333, -0.52945], [-1.42873, 0.47642, -1.18584], [1.13113, 1.15422, 1.53931]]}

***

{"formula": "C5H10NO", "method": "ωB97M-V/def2-TZVPD", "relative_energy_kcal_mol": 80.0, "smiles": "C/[NH+]=C\\CCC=O", "spin_multiplicity": 1, "largest_force_ev_per_a": 6.15, "orbital_gap_ev": 9.6, "total_charge": 1, "species": ["H", "H", "C", "H", "O", "N", "H", "C", "H", "C", "H", "H", "H", "C", "H", "H", "C"], "positions_angstrom": [[1.20437, -0.13216, 2.42256], [-1.37923, -0.68594, -0.05337], [1.50905, -0.49036, 1.40380], [2.50932, -0.54415, 1.36008], [0.07496, -2.07456, 0.20690], [-0.93276, 0.50298, -1.55828], [-2.35529, 0.82565, -0.05339], [0.76492, 0.61099, 0.40005], [-2.73859, -0.54903, -1.44997], [0.29610, 0.72873, -1.25989], [0.97680, -2.55741, 2.00883], [-0.24144, 0.77712, 0.79164], [1.49635, 1.38746, 0.37803], [-2.02058, -0.00791, -0.67508], [-1.20087, 0.82916, -2.42459], [0.88289, 1.24538, -1.96710], [0.87542, -1.87543, 1.12582]]}

***

{"formula": "C6H10", "method": "ωB97M-V/def2-TZVPD", "relative_energy_kcal_mol": 134.3, "spin_multiplicity": 1, "largest_force_ev_per_a": 3.17, "orbital_gap_ev": 7.9, "total_charge": 0, "species": ["H", "C", "H", "H", "H", "C", "C", "H", "C", "H", "C", "H", "H", "H", "C", "H"], "positions_angstrom": [[0.57458, -1.79705, 0.08695], [0.26549, 0.11254, 0.85478], [-0.25827, 1.15099, -0.95485], [-1.53970, 0.03331, 1.95683], [1.86586, 0.73024, -0.34151], [-0.54251, 0.47919, 1.85966], [-1.22907, -0.03828, -2.03645], [-2.18150, -0.23501, -1.53353], [-0.04634, -0.48537, -1.53474], [-1.16547, -1.32205, 0.17366], [-0.13077, -0.98213, -0.09847], [-0.26385, 1.23909, 2.60187], [2.39164, -0.08214, 1.13095], [1.83060, 1.59755, 1.23132], [1.68316, 0.63751, 0.73705], [-1.34796, 0.57644, -2.95265]]}

***

{"formula": "C18H33IrN2O3S5", "method": "ωB97M-V/def2-TZVPD", "relative_energy_kcal_mol": 5.9, "spin_multiplicity": 6, "largest_force_ev_per_a": 0.72, "orbital_gap_ev": [8.9, 5.7], "total_charge": 3, "species": ["C", "S", "C", "H", "O", "O", "H", "H", "S", "H", "C", "H", "H", "N", "C", "H", "H", "C", "C", "H", "H", "S", "H", "H", "O", "C", "C", "H", "H", "Ir", "H", "H", "H", "H", "H", "C", "C", "H", "H", "C", "C", "H", "N", "H", "H", "H", "C", "C", "H", "C", "H", "S", "S", "H", "H", "C", "H", "C", "C", "H", "H", "H"], "positions_angstrom": [[-0.43294, 4.54628, -1.53717], [-3.23449, -0.60752, -0.21453], [-1.11012, 3.73510, -0.58504], [1.05279, -1.80505, -2.73328], [-1.07558, -0.77225, 2.11293], [1.53596, -0.57069, -0.72273], [-0.97269, -2.49753, 4.28757], [-2.61912, -2.40961, -2.84489], [2.77953, -0.64360, 0.19799], [-4.38714, -2.60357, 0.39118], [4.02700, 0.34209, -0.68204], [-1.36080, 5.97970, 1.95184], [-4.62097, -1.26767, -2.04252], [0.42131, 0.82827, 2.71411], [0.04411, -2.17133, -2.91423], [-0.02601, -2.49215, -3.95470], [-2.95912, -1.08397, -3.95129], [-0.42947, 6.35561, 0.04379], [-3.34481, -2.29029, 0.46754], [4.94976, 0.19980, -0.11387], [4.16435, -2.27508, -0.88343], [-1.60695, 2.17644, -1.08963], [0.55756, -4.00482, -1.95123], [-1.99832, 3.66697, 1.39474], [-0.44996, -0.47287, 4.25675], [-0.42481, -0.19190, 2.99223], [4.02951, -2.91692, 1.19279], [-1.13595, -3.92141, -2.37115], [2.56193, -2.89201, -0.40961], [-0.63071, -0.19875, -0.11427], [-2.33321, -1.35340, 4.45904], [-2.79764, -3.66119, -1.12289], [0.44581, 6.44291, -1.92686], [4.36072, -3.93623, 0.99742], [-0.20190, 7.38808, 0.27460], [-1.29709, -1.55435, 4.72146], [-0.08439, 5.83312, -1.20783], [3.57036, 2.24798, 0.26576], [-3.88480, 0.31932, -2.24527], [-2.66455, -1.32817, -2.92987], [-1.09591, 5.56065, 0.99037], [4.14614, -0.07727, -1.68115], [0.45071, 1.35893, 1.42309], [-0.21214, 4.14296, -2.51632], [-0.01618, 2.26252, 1.39969], [3.29731, -2.95387, 1.99931], [3.62632, 1.80619, -0.73148], [-2.45125, -3.35587, -0.13926], [2.67154, 1.93503, -1.24510], [-1.43127, 4.26386, 0.69071], [1.41570, 1.47845, 1.12849], [-0.96642, -0.67351, -2.73365], [-0.68200, -2.89149, -0.25739], [-3.11102, -2.13211, 1.52018], [-2.48583, -4.23215, 0.50935], [-0.30040, -3.33376, -1.99750], [4.37963, 2.35874, -1.29082], [3.43442, -2.33001, -0.07638], [-3.68074, -0.71812, -1.97787], [-1.17344, -1.56797, 5.79746], [4.89881, -2.35724, 1.53706], [0.86889, 1.31667, 3.47782]]}

***

{"formula": "C5H8N2", "method": "ωB97M-V/def2-TZVPD", "relative_energy_kcal_mol": 28.0, "smiles": "Cc1cnn(C)c1", "spin_multiplicity": 1, "largest_force_ev_per_a": 1.61, "orbital_gap_ev": 9.7, "total_charge": 0, "species": ["N", "N", "C", "H", "H", "H", "H", "C", "C", "C", "C", "H", "H", "H", "H"], "positions_angstrom": [[0.01280, -1.10824, 0.18114], [-0.80151, -1.08898, -0.87720], [0.63179, -2.33106, 0.60963], [1.26454, -2.09947, 1.46754], [-0.86377, 3.03979, -0.59319], [1.24052, -2.73545, -0.20090], [0.70044, 2.08727, -1.10308], [-0.03224, 2.35941, -0.34081], [0.17650, 0.11374, 0.73311], [-0.54264, 0.99449, -0.02726], [-1.15658, 0.18412, -1.00139], [-1.78395, 0.49834, -1.83353], [-0.14730, -3.03572, 0.89031], [0.86607, 0.30945, 1.54617], [0.43534, 2.81231, 0.54946]]}